Entry 1:
Formula: C33H29N2O4PSSr
Source: the Open Molecules 2025 dataset
Level of theory: ωB97M-V with the def2-TZVPD basis set

Results
- orbital gap (eV) = 3.9
- electronic energy (Eh) = -2455.73507
- ΔE to the lowest compared entry with this formula, charge and spin (kcal/mol) = 13.36

```
! wB97M-V def2-TZVPD RIJCOSX def2/J DEFGRID3
* xyz -2 1
C -2.4373 -3.8736 -0.7582
C 1.0489 0.0170 -3.9350
H -2.2674 -4.6592 -2.7503
C -0.0588 2.6448 1.8095
S -4.1721 -0.2347 3.0475
H 1.7132 4.5934 -0.2438
C -0.3071 4.7856 2.8406
C -0.5441 -3.9303 5.1976
C -1.6705 4.6797 2.5761
C -0.5162 -3.5677 -2.1656
C 0.0936 -2.8196 -1.1685
H -0.3376 6.7296 3.4146
H -0.7368 -4.4854 6.1083
C -0.4833 0.8052 -2.1715
C -2.1378 3.5494 1.9333
O -3.7083 -1.4097 2.2211
C -0.1687 -4.6029 4.0402
C 2.3567 -0.2383 -4.4292
C 1.5154 2.1509 -2.6415
Sr -2.6967 0.3808 0.8516
C 0.7152 1.0003 -2.9449
H 3.1964 0.3084 -4.0228
H 1.5775 3.7448 2.6291
C 3.0132 4.5177 -1.9622
O -4.9708 -0.6149 4.1944
C 1.9722 4.0567 -1.1527
H 3.5803 5.4054 -1.7059
H 0.5619 1.8259 1.4644
C -0.1208 -2.5124 2.8329
H 2.2518 -1.0809 0.2152
H -0.9645 -0.7287 -4.0711
C 1.5989 -1.9974 -5.9147
H -3.2014 3.4442 1.7426
H 0.4257 2.6105 -0.8515
C 0.0411 -0.8445 -4.4578
H 2.2651 -2.7039 0.9557
C -1.8296 -3.1337 0.2439
H -2.3628 5.4599 2.8677
P 0.1344 -1.5042 1.3243
C 1.9482 -1.6673 1.0841
C 1.2480 2.9294 -1.4774
C 3.2716 3.8046 -3.1288
H 3.6402 -1.3593 -5.7051
C 2.5554 2.6687 -3.4647
C -1.7808 -4.0974 -1.9615
N -1.3568 2.5488 1.5318
H -2.3586 -2.9557 1.1750
H 1.8043 -2.7466 -6.6704
H -3.4364 -4.2616 -0.5992
C 0.5089 3.7262 2.4553
O -4.8913 0.6576 2.0700
H -0.0557 -5.6809 4.0494
H 2.4368 -1.2492 1.9652
H -0.7044 -0.7840 3.9684
C 2.6129 -1.2092 -5.3833
H 1.0594 -2.3724 -1.3688
H -0.0081 -3.6992 -3.1117
C -1.4899 0.7314 -1.4593
H 0.3014 -4.4259 1.9565
H -1.0565 -2.0289 6.0544
H 4.0443 4.1467 -3.8125
C -0.5480 -2.6095 0.0479
C -0.7127 -2.5554 5.1732
H -0.5147 -2.3965 -5.7964
C 0.3074 -1.7952 -5.4190
C 0.0365 -3.8974 2.8657
C -0.5000 -1.8483 3.9962
H 2.7773 2.1919 -4.4087
H 1.1909 6.0651 3.3131
O -2.9152 0.5084 3.3922
N 0.2165 5.8929 3.5053
*
```

Mulliken population analysis, charges in e, atoms 1 to 4: number 1, C, carries -0.773; number 2, C, carries 0.574; number 3, H, carries 0.352; number 4, C, carries -0.603

Entry 2:
Formula: C33H30BCl2N6O4S3Sr
Source: the Open Molecules 2025 dataset
Level of theory: ωB97M-V with the def2-TZVPD basis set

Results
- orbital gap (eV) = 6.2
- electronic energy (Eh) = -4075.90030
- ΔE to the lowest compared entry with this formula, charge and spin (kcal/mol) = 0.00

```
! wB97M-V def2-TZVPD RIJCOSX def2/J DEFGRID3
* xyz -1 1
N 2.7024 -2.9338 3.1966
C -2.5309 -0.3561 3.9631
B -0.1134 -0.9281 4.4861
N -0.1346 2.4460 1.3471
N 0.9733 -1.9510 4.0940
C -0.0085 -2.8509 -2.0756
C -3.2140 3.4097 -0.4139
H 0.2604 -3.6272 5.2185
C -2.4255 -1.8028 -2.7601
C -3.6183 3.4740 1.9416
C 0.3491 2.2765 -3.7752
H -0.2990 4.6655 -1.4801
C -4.0772 3.6594 0.6461
C 3.6858 1.0140 -2.6509
H -3.5625 3.5353 -1.4333
H 4.5093 -2.3014 2.3965
C 1.3301 -3.3147 -1.5913
H -3.3717 -1.3385 -2.9934
O 1.9450 -2.7565 -0.7260
H 0.8937 2.1124 -4.6974
O -1.4517 0.1584 -0.0288
C -1.4318 2.8451 1.1098
C -0.8772 -3.6270 -2.8277
Cl 4.6040 4.4884 -0.9222
C 5.5164 3.0459 -2.9709
C 3.6254 2.0755 -1.7242
N -1.4198 -1.0895 3.6068
H 2.4323 -4.8790 4.0819
H -0.4364 -1.1650 5.6290
C -1.7151 -1.7818 2.4859
H -3.4532 1.1571 -0.9006
C -3.5285 -0.6294 3.0982
H 0.5513 2.6854 0.6395
C -2.1075 -3.0812 -3.1738
H 0.2084 2.5016 2.2923
H -4.5379 -0.2631 3.0343
H -5.0906 3.9934 0.4623
H 6.2842 1.9055 -4.6222
C 4.5828 3.0963 -1.9534
H 4.6212 0.0874 -4.3291
H -3.3892 -3.0964 0.8845
C 3.8500 -3.1651 2.3480
N -3.0275 -1.5409 2.1984
C -0.3179 3.7005 -1.9729
S 2.5173 -0.3405 2.4701
Sr 0.6082 -0.3659 0.2633
S 2.5099 2.1503 -0.4234
H 6.2163 3.8626 -3.0865
S -0.7568 -2.8549 1.5712
H 0.9955 4.3083 -3.5565
H -4.8214 -2.1416 1.3620
H 4.3695 -4.0567 2.6958
C -1.0678 1.4078 -2.0183
C 0.3964 3.5056 -3.1455
H -2.8161 -3.6595 -3.7532
H -1.9565 2.9325 3.1828
C 2.0681 -3.8714 3.9885
H -3.6461 -1.4787 0.2055
O -3.2279 0.4340 -1.5001
C -1.4994 -1.1029 -1.9873
H -0.3880 0.2752 -3.7099
H -0.6462 -4.6465 -3.1093
C -2.3119 3.0806 2.1691
N -0.3241 -1.6260 -1.6672
C 4.6219 0.9433 -3.6660
H 3.5360 -3.2930 1.3131
Cl 2.5291 -0.2724 -2.5367
H -4.2808 3.6438 2.7820
O 1.8558 -4.4085 -2.1752
C -1.0621 2.6741 -1.4049
H 1.2999 -4.7317 -2.8909
H -2.5174 0.2828 4.8288
C -3.7661 -2.0970 1.0913
C -0.3771 1.2361 -3.2114
H 0.2989 0.1900 4.3363
C 5.5478 1.9582 -3.8313
C 2.0107 -1.7622 3.2533
C 1.0093 -3.2499 4.5452
C -1.8020 0.2439 -1.3147
C -1.9088 2.9762 -0.2076
*
```

Mulliken population analysis, charges in e, atoms 1 to 4: number 1, N, carries 0.323; number 2, C, carries -1.085; number 3, B, carries 0.266; number 4, N, carries -0.098

Entry 3:
Formula: C33H30BrIN4O3PZn
Source: the Open Molecules 2025 dataset
Level of theory: ωB97M-V with the def2-TZVPD basis set

Results
- orbital gap (eV) = 8.5
- electronic energy (Eh) = -6712.61807
- ΔE to the lowest compared entry with this formula, charge and spin (kcal/mol) = 17.74

```
! wB97M-V def2-TZVPD RIJCOSX def2/J DEFGRID3
* xyz 1 1
H 3.1337 -2.0250 -5.1708
H -3.0843 -2.9480 -1.1383
C 4.4245 -3.2674 -3.9906
N 2.3012 1.3229 1.0952
H -2.5898 2.9773 3.0793
C 2.8482 -1.7040 -3.0695
C -1.2350 4.1454 0.2045
N -0.6935 1.8571 0.5646
H -2.4218 0.0399 2.0907
H -0.0789 2.8887 -1.1117
H -7.6563 5.1783 -0.6901
H 2.9668 -1.3355 2.5145
C -1.9941 -2.9598 -1.1906
C -1.4409 -2.1888 -0.0008
H 0.8752 -5.6162 1.1846
C 4.2287 -3.0483 -1.6038
H 2.3636 -2.9986 4.2278
P 2.4892 -1.2396 -0.3764
H 1.3110 -5.1361 3.5699
C -5.3489 2.0933 -0.9203
C -1.5178 0.5433 2.4479
Br -7.5492 0.2592 -1.2405
H 1.0996 2.7246 2.0249
N 3.7707 -0.2659 0.2161
C 3.1339 3.3482 2.0758
C 4.4330 2.9987 1.6968
H -8.6234 2.9264 -0.9966
Zn 0.5637 0.2422 0.3008
C 4.6484 1.8101 1.0512
C 1.6783 -3.7502 0.5055
H 4.7216 -0.4782 -0.0448
H -2.4179 5.0688 1.7452
C 1.3352 -4.6801 1.4745
C 3.4411 -2.3057 -4.1718
C 2.2779 -2.5442 0.8705
H -1.6826 -4.0021 -1.1304
I -4.0321 0.4743 -1.0419
O -1.6084 -2.4533 1.1841
C -6.7286 1.9419 -1.0095
C 1.5813 -4.4100 2.8140
O -0.0691 -0.1565 -2.3687
H 2.0745 -0.9541 -3.1985
C -0.6817 -1.0488 -1.7932
H 4.8837 -3.7382 -4.8512
N -0.7231 -1.1162 -0.4297
C -1.9408 4.1597 1.4013
C 3.5576 0.9692 0.7819
C -1.3978 1.8529 1.7002
H -1.6433 0.7434 3.5122
C 4.8207 -3.6375 -2.7096
H 5.5855 -4.3915 -2.5734
C -0.6312 2.9683 -0.1829
C 2.1193 2.4918 1.7497
C -4.8045 3.3591 -0.7507
H -0.7260 -1.1975 2.0333
H -3.7306 3.4710 -0.6996
H 2.9260 4.2621 2.6129
C -5.6299 4.4692 -0.6661
H -1.1550 5.0276 -0.4153
C -7.0054 4.3160 -0.7522
C -1.4447 -2.2063 -2.4108
H 5.2652 3.6552 1.9166
C 2.5115 -2.2731 2.2165
C 3.2447 -2.0739 -1.7847
H -0.7639 -2.8016 -3.0207
H -5.1964 5.4534 -0.5400
H 5.6425 1.5008 0.7551
C -2.0338 3.0004 2.1512
H 1.4900 -3.9659 -0.5409
O -0.3830 -0.2930 2.2366
H -2.2214 -1.8244 -3.0738
C 2.1706 -3.2094 3.1836
C -7.5528 3.0558 -0.9246
H 4.5193 -3.3511 -0.6043
*
```

Mulliken population analysis, charges in e, atoms 1 to 4: number 1, H, carries 0.443; number 2, H, carries 0.340; number 3, C, carries -0.452; number 4, N, carries 0.222

Entry 4:
Formula: C33H30F4N2OS
Source: the Open Molecules 2025 dataset
Level of theory: ωB97M-V with the def2-TZVPD basis set

Results
- orbital gap (eV) = 8.5
- electronic energy (Eh) = -2257.87090

```
! wB97M-V def2-TZVPD RIJCOSX def2/J DEFGRID3
* xyz 0 1
C -0.4490 -2.1673 -2.3626
C -3.7265 -7.2361 3.1614
C -2.5155 -6.6614 1.1956
H -0.8356 -0.3959 -3.4729
H -2.4294 -4.5806 0.6648
F -1.7747 -7.0557 0.1349
C 5.1654 0.3814 -4.0527
C -0.3597 7.6253 5.7310
H -1.8310 5.0827 7.4173
C -3.1571 -1.3032 -3.7648
F 5.2551 -2.8380 -5.6812
C -2.7991 -5.3198 1.3617
C -0.4614 7.0931 4.4623
H 3.6447 5.3098 2.4769
C -2.9631 -7.6286 2.0721
H -2.7160 -8.6668 1.8970
C 3.8602 0.3941 -3.5799
C -0.7857 -1.4733 -3.6601
H 2.8615 -2.6423 -4.7367
H 0.0133 -1.6310 -4.3882
C -0.8610 6.8922 6.7968
C 2.7590 3.7658 -0.3730
H -3.8110 -3.9016 2.6002
C 3.0288 -0.6903 -3.8216
C 1.8066 5.6216 1.4160
H 2.0146 -0.6833 -3.4472
H 6.6594 -0.7434 -5.1371
C 5.6451 -0.7100 -4.7633
C -1.4441 5.6509 6.5824
H 0.9493 4.0447 -1.4712
C 3.5353 4.0954 0.7192
H 1.4329 6.3535 2.1179
H 5.8158 1.2259 -3.8678
H -4.0825 -7.9807 3.8606
S 1.2071 0.1105 0.1323
H 3.4921 1.2447 -3.0232
H -4.6310 -5.5940 4.2026
C 3.4931 -1.7872 -4.5342
H -0.7951 7.2946 7.7987
C 1.5218 4.3329 -0.5996
C -3.8920 -2.0973 -2.6807
C 3.0492 5.0354 1.6165
N 0.5617 -0.1738 -1.3141
F 0.0251 7.8002 3.4181
N 1.0462 -1.3122 0.8277
C -1.5291 5.1388 5.2951
C 1.0466 5.2677 0.3095
C 4.7956 -1.7739 -4.9900
C 0.1307 -3.4835 0.1180
H -1.2154 -4.0360 -2.9444
H 0.3373 -3.9687 1.0626
C -3.5710 -4.9464 2.4540
H 0.1033 8.5922 5.8739
C -4.0330 -5.8965 3.3536
H -4.9652 -2.0972 -2.8788
H -3.8163 -1.1704 -4.6243
C 0.4659 -2.1219 -0.0677
H -1.0934 5.4847 3.2068
O -1.9825 -1.9336 -4.2425
C -1.0368 5.8627 4.2188
H -1.9793 4.1701 5.1253
F 3.2252 2.8489 -1.2497
C -0.4504 -4.1397 -0.9177
H -0.7301 -5.1813 -0.8446
H -3.7531 -1.6722 -1.6859
H 4.4974 3.6211 0.8580
C 0.1821 -1.4595 -1.3018
H -2.9294 -0.2989 -3.3942
H 0.0772 5.7215 0.1506
C -0.7322 -3.4736 -2.1548
H -3.5673 -3.1354 -2.6612
*
```

Mulliken population analysis, charges in e, atoms 1 to 4: number 1, C, carries 0.699; number 2, C, carries -0.368; number 3, C, carries 0.518; number 4, H, carries 0.585

Entry 5:
Formula: C33H30FIN4O6S
Source: the Open Molecules 2025 dataset
Level of theory: ωB97M-V with the def2-TZVPD basis set

Results
- orbital gap (eV) = 8.4
- electronic energy (Eh) = -2741.71735

```
! wB97M-V def2-TZVPD RIJCOSX def2/J DEFGRID3
* xyz 0 1
O 3.7969 1.6451 -2.6206
N 2.0613 0.6624 -4.3760
H 2.2516 2.5676 2.5216
C 0.8442 -1.8104 7.0035
C -4.4964 0.4188 1.3416
C 3.2184 1.3468 4.0056
H -1.3544 0.5496 2.6069
H -1.1211 0.2884 -5.7471
C -5.3195 -0.5752 -0.8004
C 2.0650 -2.2454 7.5117
H 3.8062 0.7529 -5.6710
C 1.9446 0.7797 4.5086
C 0.6587 0.9933 -4.7680
N 4.6440 -1.6241 -5.8766
H 4.3513 -2.1754 -6.6803
N 2.4960 -2.3747 -5.1830
C -3.4562 0.7229 2.2163
H -0.2158 -2.2846 -4.7868
C -7.7470 -0.4976 -1.3237
H -2.7254 -1.2352 -1.0350
C 4.3795 2.8207 2.4965
H 6.5179 2.8827 2.7044
H 1.8775 -2.2178 -5.9682
H -0.0791 -2.2512 7.3593
C 4.4377 0.9611 4.5647
C -0.6036 -1.3291 -4.3744
H 0.0771 1.4786 -3.9558
C 5.5937 2.4502 3.0678
C -5.8820 0.8218 1.6847
C -0.1777 -0.1758 -5.3714
O -5.0792 -1.1319 -1.8564
C 2.8953 0.1381 -5.4798
C 3.2480 -1.6739 7.0656
H 3.9551 -2.0863 -3.1947
H 4.3585 3.5375 1.6849
H 2.3656 0.0602 -6.4492
H -7.5376 -0.9942 -2.2624
H -1.7124 -1.4251 -4.4268
C 3.2155 -0.6718 6.0996
H -8.5117 1.2774 2.0256
H 0.2864 -0.6525 -6.2620
C 3.1939 2.2744 2.9667
H -0.8925 -0.7238 0.5356
C -2.9322 -0.6866 -0.1273
H 4.1954 -2.0109 7.4667
H 0.7312 1.7725 -5.5767
C -1.9016 -0.3972 0.7557
O 3.3642 2.9744 -4.5937
C -6.7080 -0.1905 -0.4485
C -2.1623 0.3157 1.9224
C -8.2943 0.7820 1.0879
H -9.8606 -0.4147 -1.6700
H -3.6555 1.2725 3.1273
H 2.0931 -3.0297 8.2582
C -4.2308 -0.2750 0.1597
H 1.9855 -2.5170 -4.3165
C -6.9805 0.4617 0.7548
C 0.8069 -0.8169 6.0360
C 3.4637 -1.2814 -5.0286
H 4.8959 -0.8067 -3.7088
C 1.9931 -0.2524 5.5729
H -10.3495 0.7073 0.4829
C -9.0535 -0.1716 -0.9897
O -6.1150 1.4298 2.7119
O 0.8785 1.1488 4.0515
H -0.1439 -0.4847 5.6392
H 6.5706 1.2333 4.5377
I -0.1200 -1.0091 -2.2957
H 5.2236 -2.2524 -5.3247
F 1.6224 2.8508 -2.8020
S 2.7758 2.0115 -3.6292
O 5.5456 -0.3832 6.1407
C -9.3279 0.4617 0.2193
N 3.9526 -1.1836 -3.6576
C 5.6241 1.5226 4.0993
C 4.4852 -0.0555 5.6429
*
```

Mulliken population analysis, charges in e, atoms 1 to 4: number 1, O, carries -0.571; number 2, N, carries 0.649; number 3, H, carries 0.502; number 4, C, carries -0.536

Entry 6:
Formula: C33H30IrN7Se2
Source: the Open Molecules 2025 dataset
Level of theory: ωB97M-V with the def2-TZVPD basis set

Results
- orbital gap (alpha / beta) (eV) = 6.3 / 5.6
- electronic energy (Eh) = -6565.13264
- ΔE to the lowest compared entry with this formula, charge and spin (kcal/mol) = 0.00

```
! wB97M-V def2-TZVPD RIJCOSX def2/J DEFGRID3
* xyz 3 2
C 0.4638 4.7954 1.9468
N -1.6406 -3.1614 1.3008
C -1.2572 2.9907 1.7904
H 4.7060 0.7292 -1.6500
H 2.1688 4.4356 3.2376
H -2.2814 -1.8416 -4.2557
H 4.0697 -1.5438 -5.0376
H 3.8460 2.2068 -1.1422
C 1.0785 2.3873 1.6743
H 1.1968 -3.3805 1.2672
H 4.9337 -0.5418 -3.8724
H 1.8393 -3.1619 -4.2662
H 0.9400 -1.7550 -3.6057
C -2.1074 -5.3133 2.2035
H -2.7896 -6.7849 0.7931
C 3.9468 -0.8874 -4.1770
N -0.6010 0.7496 1.5144
H -2.1480 -5.9612 3.0672
C 0.7004 1.0684 1.5324
C -1.7028 -4.0037 2.3443
C 0.0897 3.3757 1.7964
N 3.7157 -1.1626 1.2806
C -0.2880 5.7960 1.3380
H 3.7068 -3.2266 1.2135
C -2.4611 -5.7643 0.9374
H -1.4258 -3.5983 3.3102
C 1.5719 5.1645 2.7044
C -1.2205 -0.2603 -1.4443
H 2.7151 6.8404 3.4192
C 1.7082 -2.4279 1.2988
N -5.2914 1.1460 1.9288
H -0.8811 0.7160 -1.1209
N -2.9684 -0.3251 1.6554
C -2.9283 1.0371 1.7053
C 1.8729 6.5141 2.8207
C -5.3149 -0.1729 1.8947
C 1.5796 -0.1228 1.4126
N 1.1649 7.4687 2.2282
H -6.2764 -0.6640 1.9780
N 0.9568 -1.3326 1.3607
H -4.1658 -2.0056 1.7030
H -0.4415 7.9197 1.0315
Se 3.2823 -1.9048 -2.6502
H -2.6599 -5.2346 -1.1299
C 3.0972 -2.3328 1.2626
C -1.3675 -1.3031 -0.5433
C -4.1071 1.7463 1.8373
H 2.0743 -0.0696 -4.9173
Se 2.3734 0.8966 -2.6596
H 4.5663 2.1284 -2.7570
H -1.1461 5.5688 0.7184
C 2.9623 -0.0713 1.3714
H 3.4079 1.0861 -4.9800
C -1.5493 -0.4622 -2.7828
C -1.5797 1.6543 1.6558
C -2.1432 -2.7434 -2.3186
Ir -1.0985 -1.1604 1.4172
H 1.1805 -3.2064 -2.6134
C -4.1479 -0.9256 1.7501
C -2.3895 -4.8976 -0.1398
C -1.8288 -2.5560 -0.9747
H -1.4697 0.3614 -3.4820
C 4.0737 1.5504 -1.9784
C 1.6205 -2.5712 -3.3791
H 2.1206 2.6741 1.6946
C 0.1101 7.1152 1.5033
H 3.4844 0.8769 1.4165
C -1.9709 -3.5903 0.0611
C -2.0090 -1.6973 -3.2190
C 2.9829 0.2583 -4.4148
H -4.1088 2.8287 1.8708
H -2.0257 3.7378 1.9299
H -2.5151 -3.6984 -2.6666
*
```

Mulliken population analysis, charges in e, atoms 1 to 4: number 1, C, carries 0.426; number 2, N, carries 0.139; number 3, C, carries -0.912; number 4, H, carries 0.404